{"formula": "C25H44I2N3O14P2S", "method": "the ωB97M-V functional and the def2-TZVPD basis", "symbols": ["C", "C", "S", "C", "N", "C", "I", "C", "I", "C", "C", "O", "O", "C", "C", "C", "N", "O", "C", "N", "C", "C", "C", "O", "C", "C", "C", "C", "C", "O", "O", "H", "H", "H", "H", "H", "H", "H", "H", "H", "H", "H", "H", "H", "H", "H", "H", "H", "H", "H", "H", "H", "H", "H", "H", "H", "H", "C", "O", "P", "O", "O", "C", "O", "C", "H", "H", "H", "H", "H", "H", "H", "H", "H", "C", "O", "P", "O", "O", "C", "O", "C", "H", "H", "H", "H", "H", "H", "H", "H", "H"], "xyz": [[-6.060, -0.679, -5.320], [-4.967, 0.380, -5.877], [-5.445, 2.158, -5.633], [-4.356, 2.934, -4.296], [-3.804, 1.905, -3.365], [-4.726, 1.393, -2.354], [-6.822, 2.049, -2.224], [-4.304, 0.331, -1.271], [-5.724, -0.343, 0.231], [-2.852, -0.206, -1.339], [-2.416, -1.302, -0.265], [-2.670, -2.497, -0.536], [-1.800, -0.899, 0.947], [-1.948, 0.525, 1.188], [-1.328, 0.893, 2.652], [-1.352, -0.343, 3.668], [-0.027, -0.821, 4.152], [-2.414, -0.893, 4.049], [-1.882, 0.321, -2.427], [-0.504, -0.137, -2.622], [-0.419, -1.505, -3.228], [0.330, 0.011, -1.412], [0.978, 1.443, -1.021], [0.636, -0.939, -0.634], [-2.432, 1.404, -3.435], [-1.407, 1.938, -4.576], [-0.787, 3.328, -3.972], [0.451, 3.898, -4.830], [1.800, 4.028, -3.939], [1.813, 4.578, -2.807], [3.075, 3.550, -4.412], [-6.927, -0.812, -6.057], [-6.418, -0.445, -4.260], [-5.520, -1.702, -5.295], [-4.836, 0.197, -7.010], [-3.976, 0.195, -5.330], [-3.536, 3.492, -4.887], [-4.929, 3.767, -3.737], [-3.062, 0.820, 1.233], [-1.356, 1.185, 0.448], [-0.221, 1.159, 2.446], [-1.828, 1.840, 3.042], [0.584, 0.022, 4.103], [-0.156, -1.009, 5.159], [-0.369, -2.362, -2.479], [-1.349, -1.674, -3.887], [0.469, -1.485, -3.965], [2.086, 1.197, -0.795], [0.552, 1.865, -0.050], [0.994, 2.175, -1.893], [-0.601, 1.178, -4.836], [-2.023, 2.239, -5.494], [-0.564, 3.198, -2.853], [-1.648, 4.096, -4.020], [0.181, 4.982, -5.109], [0.633, 3.345, -5.819], [3.094, 3.585, -5.395], [5.765, 1.206, 2.154], [6.349, 2.289, 1.434], [7.181, 1.832, -0.002], [7.737, 3.239, -0.181], [5.767, 1.662, -0.813], [4.899, 2.778, -0.923], [8.009, 1.231, -1.379], [9.428, 1.205, -1.262], [5.173, 1.614, 2.974], [5.109, 0.617, 1.506], [6.549, 0.566, 2.563], [5.415, 3.727, -0.769], [4.097, 2.682, -0.187], [4.456, 2.779, -1.921], [9.725, 0.797, -0.295], [9.833, 2.210, -1.384], [9.828, 0.568, -2.053], [-2.021, -5.112, 9.342], [-1.721, -5.961, 8.237], [-1.027, -5.157, 6.881], [-1.145, -6.411, 6.022], [0.435, -5.095, 7.616], [1.060, -6.305, 8.011], [-0.387, -4.225, 5.591], [-1.290, -3.988, 4.515], [-2.345, -5.733, 10.179], [-1.138, -4.544, 9.648], [-2.827, -4.424, 9.074], [0.678, -7.171, 7.469], [0.907, -6.454, 9.083], [2.132, -6.218, 7.822], [-2.268, -3.693, 4.897], [-1.383, -4.883, 3.899], [-0.891, -3.181, 3.900]], "mulliken_charge": [-0.8691, 0.0310, -0.0613, -0.8910, 0.4532, -0.2562, 0.2552, -0.3888, 0.2445, 0.4607, 0.1474, -0.5431, -0.1494, 0.2829, -0.8631, 0.6241, -0.5033, -0.5759, -0.0667, 0.6056, -0.8051, 0.3972, -0.1909, -0.5365, -0.3369, -1.1203, -0.2489, -0.6489, 0.5277, -0.5135, -0.4523, 0.3357, 0.1875, 0.2974, 0.4369, -0.1620, 0.3441, 0.5230, 0.1808, -0.0709, 0.2359, 0.3762, 0.3103, 0.2616, 0.3157, 0.2894, 0.3526, 0.1638, 0.1410, -0.1597, 0.5388, 0.3988, 0.3910, 0.2466, 0.3132, 0.4510, 0.3169, -0.7007, -0.2961, 0.9977, -0.6447, -0.3462, -0.4265, -0.2822, -0.6736, 0.2308, 0.3124, 0.3002, 0.4025, 0.1448, 0.1236, 0.3174, 0.2862, 0.2425, -0.7168, -0.2786, 1.0380, -0.6506, -0.3299, -0.6330, -0.2991, -0.5648, 0.2418, 0.3267, 0.2900, 0.3400, 0.2270, 0.2444, 0.3640, 0.3146, 0.0745], "max_force_ev_per_a": 9.8, "e_homo_ev": -10.66, "total_charge": 1}